Record 1
The following is a quantum chemistry calculation of a structure of composition C23H33Br42NO3S2 at a distorted geometry, from OMol25.

```
104
Properties=species:S:1:pos:R:3:mulliken_charge:R:1
Br -9.347 -5.228 5.491 -0.02
Br 3.751 -3.406 5.477 -0.03
Br -7.837 -4.838 2.719 0.04
Br -0.726 2.358 -0.824 0.01
Br 3.263 5.684 -5.741 -0.03
Br -10.409 -2.214 2.296 -0.05
Br 7.140 7.178 0.731 -0.03
Br 10.923 3.633 2.288 -0.01
Br -6.307 -2.293 -2.202 -0.01
Br 5.467 4.477 0.467 0.02
Br -8.880 0.259 -2.350 0.00
Br 10.571 -7.445 6.792 0.00
Br -9.733 1.024 1.512 0.20
Br 5.182 -6.175 4.814 -0.01
Br -13.415 -1.324 1.799 -0.05
Br 1.790 2.307 -2.769 0.01
Br -13.063 2.693 3.036 -0.01
Br -11.737 1.682 5.746 -0.02
Br -11.122 6.832 -2.094 -0.04
Br 5.055 3.161 -5.019 0.06
Br -11.236 -1.528 -1.325 0.07
Br 8.226 1.242 -6.856 -0.01
Br 9.312 -6.016 9.344 -0.01
Br -9.918 -7.217 3.070 -0.01
Br 8.212 4.406 -7.244 0.00
Br -7.270 2.632 0.330 -0.05
Br 7.826 -8.497 8.014 -0.01
Br -4.969 -3.216 0.541 -0.04
Br -10.434 4.117 4.162 -0.01
Br -8.242 6.603 -0.751 0.00
Br 11.323 6.648 1.349 0.00
Br 8.409 4.666 -0.754 0.09
Br 5.495 5.913 -3.478 0.01
Br -8.502 7.030 -3.891 -0.01
Br -12.762 -3.551 3.985 -0.05
Br -3.482 -1.095 -1.317 0.19
Br 6.243 2.583 -8.966 -0.01
Br -10.061 -1.996 -4.269 -0.04
Br 2.195 1.992 0.365 -0.07
Br 12.012 4.260 -0.634 -0.02
Br -10.243 3.526 -0.394 0.09
Br 6.868 -3.759 6.011 -0.04
S -1.026 -1.278 -2.683 -0.24
S 5.047 -2.854 0.372 1.30
O 5.619 -2.265 -0.968 -0.45
O 5.228 -4.274 0.392 -0.73
O 5.649 -2.231 1.514 -0.71
N 5.440 0.985 -0.738 -0.25
C 4.229 4.767 -4.353 0.06
C 1.131 2.792 -1.028 -0.38
C 4.165 -0.680 -2.164 0.80
C 2.656 -3.222 -0.794 0.69
C 7.954 2.698 -8.090 -0.35
C 5.378 -4.264 4.906 0.12
C -0.770 -1.252 -0.848 -1.19
C -9.279 7.385 -2.169 -0.31
C 5.350 0.313 -2.026 -0.51
C -10.442 -0.721 -2.877 -0.37
C 3.298 -2.488 0.403 -1.15
C 8.949 -6.967 7.709 0.09
C 7.220 5.256 0.636 -0.34
C 4.653 -2.125 -2.057 0.02
C -12.067 3.193 4.603 -0.33
C 3.567 -3.186 -2.050 -1.43
C 0.746 -1.431 -0.635 0.16
C -8.615 -6.102 3.940 -0.35
C 11.958 4.838 1.198 -0.35
C -5.199 -1.778 -0.721 -0.34
C 1.181 -2.830 -1.051 -1.60
C -12.143 -1.965 3.094 -0.01
C -9.097 2.746 0.934 -0.12
H 1.230 3.864 -0.932 0.45
H 1.228 -0.624 -1.188 -0.19
H 3.218 -1.406 0.344 0.07
H 2.932 -2.916 1.332 0.74
H -9.113 3.403 1.790 -0.02
H 7.631 4.907 1.572 0.31
H 3.803 -0.588 -3.192 0.33
H 0.577 -3.515 -0.447 0.33
H -9.263 8.455 -2.024 0.33
H -1.343 -2.006 -0.324 0.74
H -5.718 -0.984 -0.202 0.24
H -1.795 -0.230 -2.999 0.14
H -7.819 -6.746 4.284 0.33
H 8.708 2.607 -8.857 0.34
H 6.283 -0.232 -2.166 0.38
H 12.971 4.818 1.572 0.34
H 0.908 -3.050 -2.084 0.44
H -12.038 -1.195 3.845 0.11
H 0.903 -1.287 0.438 0.37
H 5.274 1.057 -2.819 -0.06
H 2.938 -2.999 -2.923 0.57
H 3.507 4.469 -3.607 -0.11
H -12.678 3.888 5.159 0.35
H 4.011 -4.169 -2.209 0.23
H 4.560 1.425 -0.504 0.02
H 2.616 -4.267 -0.490 0.75
H 3.358 -0.451 -1.472 -0.83
H -11.155 -0.016 -3.277 0.35
H 5.224 -2.279 -2.973 0.53
H 5.733 0.355 -0.002 0.22
H 8.402 -6.294 7.063 -0.08
H 5.589 -3.914 3.903 -0.04
H -1.025 -0.247 -0.520 0.47
```

Calculated values
- DFT total energy: -110081.42007 Ha
- HOMO level: -0.334 Ha
- Orbital gap: 8.49 eV
- Charge: 0



Record 2
The following is a quantum chemistry calculation of a cluster of 5 separate species, C23H33ClFN2O9 in total at a distorted geometry, from OMol25.

```
69
Properties=species:S:1:pos:R:3:mulliken_charge:R:1
Cl 2.590 -2.349 0.464 -0.15
F -4.805 -0.779 -2.439 -0.32
O 1.879 -3.187 -4.078 -0.30
O -0.514 7.624 2.043 -0.34
O 0.261 -1.707 -4.673 -0.61
O 0.586 -4.862 2.255 -0.34
O -0.456 -5.066 0.252 -0.63
O -0.814 3.695 2.503 -0.33
O -1.849 1.683 2.356 -0.64
O 1.694 7.235 2.408 -0.59
O 1.428 -0.202 -0.758 -0.48
N -2.699 -1.931 0.324 -0.01
N -0.908 -1.968 -1.106 0.51
C 1.829 -2.510 -6.329 -0.45
C 2.658 -3.771 -6.205 -0.53
C -1.550 8.335 2.730 -0.43
C 0.417 4.248 2.017 -0.08
C 0.250 -5.527 1.120 0.62
C 0.461 -2.264 -1.670 -0.06
C 1.204 -2.407 -4.965 0.49
C -1.123 8.359 4.178 -0.48
C 0.914 -6.876 1.090 -0.47
C -1.841 -1.100 -1.841 -0.29
C -1.364 -2.501 0.156 -0.29
C 1.309 -7.068 2.538 -0.48
C -0.887 2.384 2.153 0.39
C 0.372 1.963 1.445 0.11
C -4.323 -0.236 -1.170 0.34
C -3.905 1.327 -1.386 -0.92
C 1.517 -5.649 3.010 -0.46
C 3.001 -3.792 -4.735 -0.50
C 1.483 -1.460 -0.688 0.51
C -3.006 -1.104 -0.823 -0.22
C 0.631 7.677 2.776 0.61
C 1.336 3.065 1.825 -0.73
C 0.387 8.398 4.073 -0.44
H -1.627 9.339 2.302 0.28
H 2.043 -4.641 -6.455 0.28
H 0.220 -7.648 0.756 0.33
H -4.136 1.664 -2.460 0.30
H 2.450 -1.629 -6.504 0.28
H 3.140 -4.809 -4.362 0.32
H 0.861 7.880 4.906 0.27
H -2.779 1.463 -1.177 0.21
H -4.555 1.964 -0.697 0.32
H 3.537 -3.783 -6.852 0.34
H 0.714 0.990 1.799 0.22
H 0.764 9.420 3.989 0.29
H 0.813 4.958 2.743 0.11
H 0.707 -3.382 -1.669 0.34
H 2.115 3.242 1.082 0.34
H 3.896 -3.207 -4.507 0.30
H -0.821 -3.213 0.877 0.34
H 1.067 -2.605 -7.103 0.31
H -2.502 7.819 2.593 0.31
H -3.336 -2.061 1.121 0.28
H 2.188 -7.700 2.674 0.34
H 0.479 -7.524 3.088 0.27
H 1.785 -6.830 0.432 0.27
H 0.570 -1.831 -2.738 -0.12
H -5.136 -0.322 -0.361 0.33
H 2.528 -5.286 2.804 0.25
H -1.545 9.195 4.738 0.32
H 0.184 1.938 0.369 0.06
H 1.823 2.816 2.773 0.31
H 0.217 4.776 1.080 0.20
H -1.708 -0.566 -2.836 0.46
H -1.432 7.432 4.672 0.25
H 1.312 -5.538 4.076 0.31
```

Calculated values
- DFT total energy: -2242.66121 Ha
- HOMO level: -0.431 Ha
- Orbital gap: 9.14 eV
- Charge: +1



Record 3
The following is a quantum chemistry calculation of a structure of composition C23H33CoN3P2S at a distorted geometry, from OMol25.

```
63
Properties=species:S:1:pos:R:3:mulliken_charge:R:1
Co 0.329 0.396 -0.459 -0.34
S -1.431 -0.702 0.609 -0.48
P 1.619 1.281 1.005 0.92
P -0.589 1.161 -2.167 1.36
N -3.511 -0.184 2.115 -0.19
N -2.022 1.591 1.748 0.13
N 1.450 -0.790 -1.049 0.17
C -2.386 0.312 1.607 0.64
C 2.297 -2.746 0.140 1.27
C -0.199 -3.767 -2.294 -1.11
C -3.682 1.798 3.483 -0.68
C 2.472 -1.417 -0.280 -0.03
C 1.606 0.562 2.744 -1.29
C -2.838 2.526 2.464 -0.62
C 4.347 -2.664 1.320 -0.50
C 0.383 -2.870 -1.398 1.18
C -0.498 -3.465 -3.621 -0.81
C 3.269 0.814 0.418 -1.43
C -2.335 0.813 -2.351 -1.47
C 4.490 -1.326 1.023 -0.87
C 0.716 -1.624 -1.948 0.64
C 1.330 3.023 0.945 -1.16
C -0.330 -2.168 -4.088 -0.91
C 0.878 -3.175 -0.027 -1.21
C -0.313 2.893 -2.459 -1.56
C 3.177 -3.370 1.042 -1.26
C 3.478 -0.672 0.340 0.52
C -4.431 0.637 2.857 -0.63
C 0.230 0.236 -3.552 -1.34
C 0.249 -1.214 -3.246 0.72
H -2.518 -0.251 -2.509 0.35
H -2.807 1.358 -3.177 0.45
H 3.296 1.227 -0.595 0.38
H -2.158 3.238 2.927 0.35
H -0.920 -4.244 -4.246 0.42
H -3.743 -1.129 1.827 0.26
H 5.422 -0.809 1.290 0.39
H 0.711 -4.224 0.230 0.65
H 1.238 0.633 -3.648 0.47
H -3.054 1.431 4.303 0.30
H 0.385 -2.636 0.794 -0.07
H -4.395 2.510 3.902 0.37
H 0.747 3.114 -2.572 0.40
H 0.665 0.762 3.299 0.34
H 0.398 3.239 1.496 0.26
H -4.885 0.008 3.617 0.39
H -3.481 3.054 1.752 0.31
H 1.811 -0.532 2.777 0.28
H -0.250 0.446 -4.507 0.52
H -0.665 -1.979 -5.113 0.39
H -1.214 1.903 1.206 -0.48
H 2.265 3.325 1.443 0.51
H -0.384 -4.799 -2.033 0.46
H 3.927 1.301 1.139 0.61
H -5.211 1.016 2.190 0.30
H 5.110 -3.217 1.784 0.50
H 3.096 -4.450 1.128 0.36
H -0.487 1.583 -0.304 -0.07
H -0.829 3.289 -3.335 0.46
H -0.674 3.465 -1.606 0.44
H 2.454 1.113 3.189 0.43
H 1.249 3.263 -0.132 0.26
H -2.852 1.107 -1.437 0.31
```

Calculated values
- Expectation value of S²: 6.0601
- DFT total energy: -3523.78944 Ha
- HOMO level (spin up / spin down): -0.234 / -0.381 Ha
- Energy relative to the best compared isomer or geometry (same formula, charge and spin): 157.3 kJ/mol
- Orbital gap (spin up / spin down): 4.15 / 5.78 eV
- Charge: +1
- 2S+1: 5